Entry 1:
The following is a DFT calculation (ωB97M-V with the def2-TZVPD basis set) of C27H39Br2O4PS4W as an isolated structure.

Last column: Mulliken charge in e.
Element x y z (Å)
W (0.12, 0.18, -0.35)  -0.309
Br (-0.44, 2.15, 1.04)  -0.402
C (-0.37, 0.48, 4.73)  -0.182
Br (-0.56, -0.74, 3.50)  0.469
H (-1.24, 1.01, 5.10)  0.339
H (0.62, 0.70, 5.13)  0.317
O (-1.81, -0.36, 0.20)  0.446
S (-3.18, -0.22, 0.91)  0.124
C (-4.36, -0.16, -0.48)  -0.983
C (-3.79, -0.73, -1.79)  -0.250
C (-3.56, 0.39, -2.82)  -0.922
C (-2.63, -0.01, -3.97)  -0.860
S (-0.89, 0.39, -3.62)  0.173
O (-0.87, 0.11, -2.09)  -0.448
C (-0.90, 2.14, -3.85)  1.317
C (-1.25, 3.04, -2.85)  -0.106
C (-1.28, 4.39, -3.16)  -0.894
C (-0.96, 4.82, -4.44)  -0.678
C (-0.61, 3.91, -5.43)  -0.623
C (-0.57, 2.56, -5.14)  -0.768
C (-3.47, -1.82, 1.60)  0.632
C (-2.88, -2.96, 1.07)  0.040
C (-3.20, -4.19, 1.65)  -0.824
C (-4.10, -4.25, 2.70)  -0.559
C (-4.67, -3.09, 3.22)  -0.655
C (-4.35, -1.86, 2.67)  -0.657
H (-4.63, 0.89, -0.57)  0.619
H (-5.23, -0.69, -0.11)  0.562
H (-4.47, -1.48, -2.19)  0.518
H (-2.85, -1.24, -1.58)  0.033
H (-3.16, 1.28, -2.33)  0.214
H (-4.52, 0.69, -3.24)  0.623
H (-2.83, 0.56, -4.88)  0.528
H (-2.68, -1.07, -4.21)  0.535
H (-1.49, 2.71, -1.85)  0.062
H (-1.54, 5.11, -2.40)  0.479
H (-0.99, 5.88, -4.67)  0.451
H (-0.36, 4.25, -6.43)  0.463
H (-0.29, 1.84, -5.90)  0.484
H (-2.19, -2.90, 0.24)  0.256
H (-2.76, -5.09, 1.26)  0.495
H (-4.36, -5.21, 3.13)  0.446
H (-5.37, -3.15, 4.05)  0.473
H (-4.79, -0.95, 3.07)  0.489
C (4.76, -4.49, -0.75)  -1.239
C (3.30, -4.18, -0.58)  -0.235
O (3.19, -2.80, -0.03)  -0.211
P (1.89, -2.20, 0.55)  0.996
S (2.11, -0.24, 0.97)  -0.329
S (0.39, -2.19, -0.79)  -0.537
O (1.40, -3.03, 1.80)  -0.174
C (2.19, -3.15, 3.04)  -0.286
C (3.33, -4.13, 2.93)  -1.200
H (4.86, -5.52, -1.10)  0.404
H (5.29, -4.41, 0.20)  0.304
H (5.22, -3.83, -1.48)  0.330
H (2.80, -4.86, 0.12)  0.358
H (2.76, -4.17, -1.52)  0.384
H (1.46, -3.48, 3.78)  0.329
H (2.55, -2.14, 3.31)  0.395
H (2.97, -5.11, 2.62)  0.306
H (3.79, -4.24, 3.91)  0.427
H (4.10, -3.79, 2.24)  0.237
C (3.24, 2.07, -4.33)  -1.409
C (3.21, 2.55, -2.87)  2.120
C (4.59, 2.36, -2.22)  -1.673
C (2.80, 4.04, -2.81)  -1.420
C (2.22, 1.80, -2.12)  -0.174
C (1.41, 1.16, -1.45)  0.516
H (4.04, 2.58, -4.86)  0.446
H (2.29, 2.29, -4.83)  0.213
H (3.42, 0.99, -4.39)  0.401
H (5.33, 2.92, -2.78)  0.441
H (4.88, 1.31, -2.22)  0.384
H (4.58, 2.72, -1.19)  0.382
H (3.58, 4.62, -3.30)  0.442
H (2.71, 4.39, -1.78)  0.419
H (1.86, 4.21, -3.33)  0.191

Output
frontier orbital gap (alpha / beta) = 4.39 / 4.82 eV
LUMO level (alpha / beta) = -11.798 / -11.797 eV
total energy = -8501.4484 Eh
energy relative to the best compared isomer or geometry (same formula, charge and spin) = 1.038 eV
multiplicity = 2
charge = +3

=====

Entry 2:
The following is a DFT calculation (ωB97M-V with the def2-TZVPD basis set) of a 8-piece molecular cluster, C33H41BF7NO25P overall in a non-equilibrium geometry.

Last column: Mulliken charge in e.
Element x y z (Å)
C (0.54, -5.61, -2.66)  -0.816
C (1.49, -6.02, -1.40)  0.089
O (2.91, -6.07, -1.74)  -0.271
B (3.53, -4.78, -1.77)  0.477
O (4.64, -4.62, -2.71)  -0.592
C (3.16, -3.50, -0.84)  0.343
C (3.70, -3.52, 0.64)  -0.772
C (3.44, -2.32, 1.64)  0.247
C (4.05, -2.41, 3.11)  0.328
O (3.52, -3.05, 4.05)  -0.478
O (5.30, -1.77, 3.42)  -0.439
C (2.60, -1.15, 1.08)  -0.455
C (2.11, -1.20, -0.40)  0.208
N (2.42, -2.33, -1.27)  0.194
P (1.87, -2.31, -2.98)  -0.010
C (3.04, -1.14, -3.95)  -0.447
C (4.32, -1.99, -4.45)  -0.973
C (0.14, -1.56, -3.15)  -0.579
C (0.13, 0.08, -3.12)  -0.815
H (1.12, -5.19, -3.55)  0.223
H (-0.30, -4.91, -2.28)  0.167
H (0.00, -6.56, -3.05)  0.360
H (1.18, -7.11, -1.15)  0.107
H (1.24, -5.41, -0.47)  0.261
H (5.43, -4.87, -2.16)  0.274
H (4.32, -4.42, 1.00)  0.406
H (5.57, -1.18, 2.68)  0.370
H (2.38, -0.25, 1.77)  0.278
H (1.51, -0.29, -0.75)  0.346
H (3.34, -0.28, -3.25)  0.348
H (2.55, -0.72, -4.91)  0.330
H (5.00, -2.16, -3.53)  0.174
H (4.87, -1.45, -5.29)  0.379
H (3.99, -3.04, -4.81)  0.248
H (-0.27, -1.85, -4.18)  0.368
H (-0.60, -2.00, -2.38)  0.364
H (-0.04, 0.53, -4.16)  0.296
H (1.14, 0.51, -2.75)  0.312
H (-0.75, 0.41, -2.48)  0.173
C (6.84, -4.07, -8.42)  -0.406
C (5.57, -3.41, -7.99)  0.278
O (5.98, -2.11, -7.63)  -0.229
C (7.07, -1.85, -8.40)  0.575
O (7.53, -0.76, -8.57)  -0.500
O (7.57, -2.99, -8.97)  -0.300
F (5.04, -4.02, -6.90)  -0.249
H (7.39, -4.50, -7.58)  0.283
H (6.67, -4.85, -9.16)  0.292
H (4.81, -3.35, -8.78)  0.246
C (1.41, 2.51, 4.58)  -0.384
C (0.13, 1.81, 4.90)  0.235
O (-0.46, 1.61, 3.62)  -0.262
C (0.59, 1.50, 2.76)  0.666
O (0.50, 1.06, 1.65)  -0.544
O (1.75, 1.95, 3.31)  -0.328
F (-0.69, 2.61, 5.62)  -0.205
H (1.28, 3.59, 4.48)  0.293
H (2.18, 2.31, 5.32)  0.285
H (0.25, 0.85, 5.40)  0.225
C (-3.05, 3.32, -2.57)  -0.517
C (-4.28, 3.29, -3.42)  0.376
O (-3.87, 2.55, -4.56)  -0.304
C (-2.90, 1.71, -4.12)  0.567
O (-2.50, 0.76, -4.73)  -0.505
O (-2.43, 2.08, -2.89)  -0.226
F (-4.63, 4.53, -3.82)  -0.330
H (-2.38, 4.14, -2.84)  0.294
H (-3.28, 3.39, -1.51)  0.288
H (-5.14, 2.79, -2.96)  0.383
C (-1.79, 4.86, 7.51)  -0.370
C (-3.06, 5.53, 7.92)  0.791
O (-2.63, 6.83, 8.28)  -0.316
C (-1.53, 7.08, 7.52)  0.642
O (-1.06, 8.17, 7.35)  -0.534
O (-1.04, 5.94, 6.97)  -0.294
F (-3.59, 4.94, 9.02)  -0.338
H (-1.24, 4.43, 8.36)  0.221
H (-1.95, 4.08, 6.77)  0.229
H (-3.81, 5.60, 7.13)  0.049
C (-6.13, 8.36, 7.70)  -0.501
C (-7.35, 8.34, 6.83)  0.310
O (-6.93, 7.60, 5.70)  -0.311
C (-5.97, 6.75, 6.16)  0.648
O (-5.58, 5.79, 5.56)  -0.548
O (-5.52, 7.11, 7.39)  -0.228
F (-7.68, 9.59, 6.43)  -0.286
H (-5.44, 9.17, 7.44)  0.296
H (-6.37, 8.43, 8.76)  0.289
H (-8.21, 7.86, 7.29)  0.284
C (2.47, -9.58, 0.66)  -0.337
C (3.24, -10.83, 0.36)  0.280
O (2.26, -11.68, -0.20)  -0.291
C (1.36, -10.85, -0.80)  0.591
O (0.54, -11.21, -1.60)  -0.501
O (1.50, -9.56, -0.37)  -0.259
F (3.71, -11.40, 1.49)  -0.281
H (1.97, -9.62, 1.63)  0.275
H (3.10, -8.69, 0.63)  0.214
H (4.06, -10.69, -0.35)  0.292
C (-6.43, 6.05, -0.34)  -0.404
C (-7.38, 6.41, -1.44)  0.294
O (-7.24, 5.33, -2.35)  -0.255
C (-6.89, 4.26, -1.59)  0.662
O (-6.95, 3.12, -1.96)  -0.601
O (-6.48, 4.63, -0.34)  -0.293
F (-7.00, 7.55, -2.06)  -0.284
H (-5.40, 6.38, -0.55)  0.269
H (-6.74, 6.46, 0.62)  0.271
H (-8.42, 6.49, -1.13)  0.306

Output
frontier orbital gap = 6.98 eV
LUMO level = -4.766 eV
total energy = -4282.8311 Eh
charge = +1

=====

Entry 3:
The following is a DFT calculation (ωB97M-V with the def2-TZVPD basis set) of a 11-piece molecular cluster, C19H47N10O20 overall in a non-equilibrium geometry.

Last column: Mulliken charge in e.
Element x y z (Å)
C (2.15, 2.52, 2.24)  -0.380
C (2.19, 1.29, 1.71)  0.062
C (2.13, 0.87, 0.26)  -0.946
C (0.82, 1.02, -0.54)  -0.155
C (0.35, 2.47, -0.70)  -0.851
C (-1.10, 2.77, -0.24)  -0.312
C (-1.42, 2.43, 1.22)  0.292
C (-2.72, 1.62, 1.38)  -0.518
C (-2.55, 0.15, 0.99)  -0.978
H (2.89, 2.87, 2.96)  0.026
H (1.45, 3.27, 1.88)  0.189
H (2.35, 0.46, 2.40)  0.198
H (2.33, -0.21, 0.27)  0.302
H (3.02, 1.34, -0.21)  0.253
H (1.07, 0.68, -1.55)  -0.184
H (0.33, 2.70, -1.79)  0.428
H (1.02, 3.22, -0.26)  0.536
H (-1.77, 2.19, -0.89)  -0.218
H (-1.30, 3.83, -0.41)  0.315
H (-1.54, 3.37, 1.78)  0.374
H (-0.60, 1.86, 1.67)  -0.479
H (-3.06, 1.67, 2.42)  0.098
H (-3.50, 2.10, 0.78)  0.380
H (-3.48, -0.26, 0.59)  0.261
H (-2.26, -0.44, 1.86)  0.156
H (-1.77, 0.03, 0.24)  0.288
C (-2.33, 0.48, -3.93)  -0.917
N (-0.93, 0.97, -4.06)  0.994
O (-0.05, 0.31, -3.58)  -0.511
O (-0.77, 2.03, -4.66)  -0.601
H (-2.31, -0.45, -3.37)  0.324
H (-2.90, 1.24, -3.40)  0.344
H (-2.72, 0.33, -4.93)  0.323
C (5.03, 0.81, 5.94)  -0.916
N (4.17, 1.84, 5.30)  0.968
O (3.00, 1.87, 5.62)  -0.483
O (4.68, 2.60, 4.50)  -0.577
H (4.40, 0.24, 6.60)  0.345
H (5.43, 0.19, 5.14)  0.328
H (5.83, 1.32, 6.47)  0.326
C (1.26, 1.22, -7.19)  -0.636
N (1.15, 0.37, -8.41)  0.885
O (2.13, 0.23, -9.10)  -0.544
O (0.07, -0.13, -8.63)  -0.567
H (2.27, 1.60, -7.14)  0.292
H (0.54, 2.03, -7.29)  0.293
H (1.02, 0.61, -6.33)  0.231
C (-2.23, -2.67, -8.64)  -0.502
N (-2.91, -2.84, -7.33)  0.864
O (-2.78, -1.99, -6.48)  -0.467
O (-3.58, -3.85, -7.19)  -0.558
H (-1.67, -1.74, -8.63)  0.190
H (-1.58, -3.52, -8.76)  0.219
H (-3.01, -2.66, -9.40)  0.260
C (-5.59, -2.67, -4.45)  -0.484
N (-5.44, -1.59, -3.43)  0.936
O (-5.41, -1.91, -2.26)  -0.541
O (-5.35, -0.46, -3.85)  -0.523
H (-5.65, -3.62, -3.92)  0.279
H (-6.49, -2.46, -5.01)  0.297
H (-4.72, -2.63, -5.09)  0.065
C (-1.89, -7.15, -7.15)  -0.743
N (-1.39, -6.12, -8.11)  0.911
O (-1.74, -6.20, -9.26)  -0.540
O (-0.67, -5.26, -7.65)  -0.511
H (-2.52, -7.84, -7.70)  0.307
H (-1.02, -7.64, -6.73)  0.289
H (-2.44, -6.62, -6.38)  0.283
C (0.65, -0.29, 4.88)  -0.504
N (1.68, -1.37, 4.84)  0.983
O (2.34, -1.59, 5.85)  -0.573
O (1.81, -1.97, 3.80)  -0.551
H (0.67, 0.14, 5.87)  0.217
H (0.92, 0.44, 4.12)  -0.040
H (-0.30, -0.75, 4.65)  0.426
C (4.37, 5.73, 4.41)  -0.487
N (4.44, 6.69, 5.54)  0.893
O (4.03, 6.33, 6.62)  -0.533
O (4.90, 7.79, 5.30)  -0.577
H (3.94, 4.80, 4.76)  0.147
H (3.76, 6.17, 3.63)  0.287
H (5.39, 5.58, 4.05)  0.257
C (-4.51, 1.04, 6.16)  -0.803
N (-3.36, 0.35, 5.52)  0.932
O (-2.28, 0.43, 6.08)  -0.537
O (-3.58, -0.24, 4.49)  -0.478
H (-4.17, 1.53, 7.07)  0.311
H (-4.89, 1.76, 5.44)  0.289
H (-5.26, 0.29, 6.37)  0.299
C (4.34, -3.94, 7.76)  -0.737
N (5.38, -3.09, 7.12)  0.855
O (5.16, -1.90, 7.05)  -0.479
O (6.36, -3.65, 6.69)  -0.545
H (3.52, -3.29, 8.07)  0.277
H (4.01, -4.66, 7.02)  0.291
H (4.80, -4.44, 8.60)  0.307

Output
frontier orbital gap = 2.46 eV
LUMO level = 1.313 eV
total energy = -2803.4273 Eh
charge = -1

=====

Entry 4:
The following is a DFT calculation (ωB97M-V with the def2-TZVPD basis set) of C13H15AlN4S as an isolated structure in a non-equilibrium geometry.

Last column: Mulliken charge in e.
Element x y z (Å)
Al (-13.13, 1.43, -0.15)  0.260
N (-14.19, -0.41, -0.15)  -0.246
N (-13.81, -1.27, 0.88)  -0.335
C (-12.61, -1.12, 1.51)  0.673
N (-12.15, -2.12, 2.20)  -0.352
S (-11.80, 0.38, 1.40)  -0.231
H (-15.15, -0.18, -0.17)  0.264
H (-13.90, -0.79, -1.07)  0.397
H (-14.48, -2.01, 0.95)  0.256
H (-12.59, -3.03, 2.34)  0.250
H (-11.18, -2.07, 2.52)  0.252
N (-14.25, 2.73, 0.79)  -0.086
C (-15.46, 2.41, 0.01)  0.662
C (-16.51, 1.78, 0.73)  -1.195
C (-17.60, 1.32, 0.01)  -0.620
C (-17.69, 1.56, -1.39)  -0.841
C (-16.64, 2.18, -2.04)  -0.403
C (-15.44, 2.55, -1.37)  0.588
C (-14.18, 3.04, -2.05)  0.222
C (-14.21, 4.07, -3.02)  -0.771
C (-13.13, 4.28, -3.84)  -0.480
C (-12.00, 3.50, -3.71)  -0.601
C (-11.87, 2.58, -2.68)  -0.547
C (-12.97, 2.36, -1.78)  0.554
H (-14.40, 2.76, 1.82)  0.415
H (-13.94, 3.70, 0.59)  0.402
H (-16.52, 1.71, 1.84)  0.328
H (-18.38, 0.87, 0.47)  0.613
H (-18.58, 1.34, -1.93)  0.487
H (-16.67, 2.24, -3.15)  0.467
H (-15.12, 4.60, -3.26)  0.490
H (-13.20, 5.03, -4.67)  0.364
H (-11.21, 3.72, -4.43)  0.400
H (-10.87, 2.13, -2.47)  0.363

Output
frontier orbital gap = 8.36 eV
LUMO level = -6.607 eV
total energy = -1363.5426 Eh
charge = +2

=====

Entry 5:
The following is a DFT calculation (ωB97M-V with the def2-TZVPD basis set) of a 2-piece molecular cluster, ClH7N2Si2 overall in a non-equilibrium geometry.

Last column: Mulliken charge in e.
Element x y z (Å)
N (1.38, 0.39, 1.08)  -0.373
N (1.81, 2.71, -0.35)  -0.520
Si (-2.37, -1.95, -0.44)  0.553
Si (0.56, 1.52, 0.09)  -0.030
Cl (-1.53, -3.35, 0.68)  -0.212
H (0.85, -0.42, 1.38)  0.230
H (2.37, 0.29, 1.12)  0.219
H (2.87, 2.39, -0.19)  0.248
H (1.71, 3.18, -1.20)  0.239
H (-2.93, -2.46, -1.75)  -0.108
H (-1.28, -0.90, -0.78)  -0.140
H (-3.43, -1.40, 0.37)  -0.107

Output
frontier orbital gap = 9.24 eV
LUMO level = 0.803 eV
total energy = -1152.9202 Eh
energy relative to the best compared isomer or geometry (same formula, charge and spin) = 1.721 eV

=====

Entry 6:
The following is a DFT calculation (ωB97M-V with the def2-TZVPD basis set) of a 2-piece molecular cluster, C11H20NSi overall in a non-equilibrium geometry.

Last column: Mulliken charge in e.
Element x y z (Å)
C (-4.10, -1.05, 0.65)  -0.689
C (-2.98, -1.85, 0.50)  -0.244
C (-3.77, 0.30, 0.29)  -0.443
C (-1.71, -1.47, 0.07)  -0.389
C (-2.63, 0.69, -0.28)  -0.299
C (-1.49, -0.17, -0.36)  0.401
C (2.59, -3.60, 0.19)  -1.079
C (2.89, -1.46, 0.98)  -1.082
C (-0.54, 3.13, -2.32)  -1.040
C (-0.15, 3.01, 0.72)  -0.941
C (-0.20, 0.28, -0.75)  -0.019
N (2.33, -2.24, -0.04)  -0.126
Si (0.31, 2.11, -0.94)  0.259
H (-5.00, -1.38, 1.18)  0.429
H (-3.04, -2.97, 0.79)  0.281
H (-4.55, 1.12, 0.35)  0.299
H (-0.95, -2.27, 0.06)  0.418
H (-2.50, 1.66, -0.59)  0.651
H (3.65, -3.99, 0.00)  0.314
H (2.63, -3.74, 1.28)  0.359
H (1.84, -4.14, -0.27)  0.368
H (3.04, -0.42, 0.73)  0.352
H (2.37, -1.49, 1.91)  0.263
H (3.90, -1.96, 1.08)  0.426
H (0.31, 3.73, -2.76)  0.316
H (-0.87, 2.59, -3.15)  0.397
H (-1.30, 3.80, -1.86)  0.330
H (0.69, 3.22, 1.35)  0.377
H (-0.67, 3.97, 0.46)  0.300
H (-0.89, 2.23, 1.13)  0.337
H (0.34, -0.63, -1.01)  0.356
H (2.43, -1.99, -1.03)  0.247
H (1.80, 1.82, -1.33)  -0.127

Output
frontier orbital gap = 4.69 eV
LUMO level = -6.547 eV
total energy = -775.0086 Eh
energy relative to the best compared isomer or geometry (same formula, charge and spin) = 2.442 eV
charge = +1